(1)
Molecular formula: C12H15BrN2O3S
Method: DFT, ωB97M-V/def2-TZVPD

Values from the calculation:
**SMILES string**: CN(CC(=O)NC1CC1)S(=O)(=O)c1ccc(Br)cc1
**Electronic energy**: -102686.9002 eV
**HOMO level**: -0.333 Eh

Geometry as ORCA input:
```
! wB97M-V def2-TZVPD RIJCOSX def2/J DEFGRID3
* xyz 0 1
C 0.13 1.59 1.47
N 0.08 1.31 0.05
C -1.04 1.90 -0.66
C -2.39 1.36 -0.15
O -3.12 2.02 0.57
N -2.64 0.11 -0.56
C -3.72 -0.67 -0.05
C -3.41 -1.97 0.64
C -4.05 -1.96 -0.72
S 0.43 -0.29 -0.29
O 0.03 -0.53 -1.65
O -0.06 -1.19 0.71
C 2.21 -0.24 -0.21
C 2.88 -0.95 0.77
C 4.27 -0.89 0.82
C 4.94 -0.12 -0.11
Br 6.84 -0.04 -0.04
C 4.27 0.58 -1.10
C 2.89 0.52 -1.14
H -0.73 1.16 2.01
H 1.05 1.16 1.87
H 0.13 2.67 1.62
H -1.01 2.98 -0.52
H -0.91 1.65 -1.72
H -1.95 -0.38 -1.10
H -4.51 -0.04 0.34
H -4.01 -2.26 1.49
H -2.37 -2.25 0.71
H -5.08 -2.25 -0.81
H -3.44 -2.25 -1.57
H 2.31 -1.53 1.47
H 4.81 -1.43 1.58
H 4.83 1.17 -1.82
H 2.33 1.05 -1.90
*
```

Here are the Löwdin charges for atoms 1 to 6, given in e: -0.075, -0.277, -0.107, -0.488, 0.065, 0.108

---

(2)
Molecular formula: C12H15F5S7Sb3SeV
Method: DFT, ωB97M-V/def2-TZVPD

Values from the calculation:
**Electronic energy**: -212772.3093 eV
**HOMO level (spin up / spin down)**: -0.177 / -0.177 Eh
**<S²>**: 0.800

Geometry as ORCA input:
```
! wB97M-V def2-TZVPD RIJCOSX def2/J DEFGRID3
* xyz -1 2
V 0.76 -0.46 2.74
S 3.72 -1.48 4.01
Sb 3.48 -3.04 2.19
S 1.04 -2.48 1.79
S 2.86 0.21 3.15
S 4.26 -1.96 0.32
S -2.24 2.01 5.50
Sb -0.09 1.57 5.08
S -0.02 -0.96 4.66
S 0.05 1.59 2.46
C -3.24 0.15 2.21
C -2.66 -1.01 1.43
Sb -0.81 -0.61 0.38
C -0.87 -2.23 -1.03
C -1.76 -3.40 -0.67
C -1.38 1.09 -0.80
C -2.73 0.92 -1.44
H -4.23 -0.12 2.60
H -3.36 1.05 1.60
H -2.62 0.42 3.06
H -3.34 -1.39 0.66
H -2.43 -1.85 2.10
H 0.17 -2.53 -1.15
H -1.17 -1.78 -1.99
H -1.47 -3.82 0.30
H -1.66 -4.19 -1.41
H -2.81 -3.13 -0.61
H -0.59 1.22 -1.54
H -1.34 1.96 -0.14
H -2.78 0.01 -2.05
H -2.96 1.76 -2.10
H -3.53 0.86 -0.70
F 3.46 3.73 -4.44
C 3.15 2.80 -3.53
C 2.47 3.16 -2.37
F 2.14 4.44 -2.17
C 2.16 2.19 -1.44
F 1.50 2.56 -0.34
C 2.48 0.85 -1.62
Se 2.06 -0.47 -0.30
C 3.16 0.52 -2.79
F 3.51 -0.75 -3.03
C 3.50 1.47 -3.73
F 4.15 1.12 -4.85
*
```

Here are the Löwdin charges for atoms 1 to 6, given in e: -0.831, -0.164, 0.384, -0.118, -0.046, -0.134

---

(3)
Molecular formula: C12H15HgN3
Method: DFT, ωB97M-V/def2-TZVPD

Values from the calculation:
**Electronic energy**: -21311.3926 eV
**HOMO level**: -0.569 Eh

Geometry as ORCA input:
```
! wB97M-V def2-TZVPD RIJCOSX def2/J DEFGRID3
* xyz 2 1
Hg 2.70 2.85 -8.95
N 1.41 2.19 -11.58
C 2.65 2.68 -11.81
C 2.62 4.02 -11.50
C 1.33 4.34 -10.98
C 0.50 3.12 -11.10
H 1.14 1.22 -11.80
H 3.44 2.18 -12.29
H 3.44 4.69 -11.68
H 1.01 5.22 -10.48
H -0.51 2.94 -10.83
N 4.49 1.25 -9.36
C 4.77 1.28 -8.03
C 5.34 2.64 -7.86
C 5.40 3.20 -9.10
C 5.13 2.22 -10.03
H 4.30 0.29 -9.88
H 4.57 0.47 -7.27
H 5.86 3.04 -6.92
H 5.92 4.15 -9.27
H 5.43 2.19 -11.04
N 0.13 1.96 -8.29
C 0.68 0.91 -8.98
C 1.86 0.62 -8.22
C 1.88 1.42 -7.02
C 0.68 2.13 -7.03
H -0.84 2.16 -8.51
H 0.14 0.49 -9.82
H 2.51 -0.24 -8.49
H 2.58 1.40 -6.20
H 0.13 2.80 -6.32
*
```

Here are the Löwdin charges for atoms 1 to 6, given in e: 1.298, -0.014, -0.167, -0.101, -0.040, -0.061

---

(4)
Molecular formula: C12H15I2N6PPd
Method: DFT, ωB97M-V/def2-TZVPD

Values from the calculation:
**Electronic energy**: -50583.2439 eV
**HOMO level**: -0.551 Eh

Geometry as ORCA input:
```
! wB97M-V def2-TZVPD RIJCOSX def2/J DEFGRID3
* xyz 2 1
Pd 1.58 0.03 1.92
C -2.00 2.87 -1.49
N -1.12 2.73 -0.33
C -0.80 3.74 0.53
C 0.05 3.20 1.46
N 0.24 1.88 1.18
C -0.47 1.62 0.09
P -0.64 0.01 -0.74
C 1.12 -0.43 -0.95
N 2.00 -0.60 0.04
C 3.20 -0.97 -0.50
C 3.04 -1.04 -1.86
N 1.74 -0.70 -2.12
C 1.13 -0.64 -3.45
C -0.85 -1.01 0.77
N 0.02 -1.09 1.77
C -0.44 -1.96 2.72
C -1.64 -2.42 2.27
N -1.88 -1.83 1.06
C -3.07 -2.06 0.23
H -2.35 3.89 -1.53
H -1.46 2.64 -2.41
H -2.86 2.20 -1.39
H -1.19 4.73 0.42
H 0.51 3.68 2.31
H 4.07 -1.17 0.09
H 3.73 -1.30 -2.64
H 1.89 -0.93 -4.18
H 0.30 -1.33 -3.52
H 0.80 0.37 -3.67
H 0.10 -2.19 3.62
H -2.33 -3.12 2.71
H -3.70 -2.78 0.74
H -3.62 -1.13 0.10
H -2.78 -2.46 -0.74
I 3.40 0.01 3.95
I 4.29 -2.46 3.52
*
```

Here are the Löwdin charges for atoms 1 to 6, given in e: 0.686, -0.003, -0.119, -0.021, -0.097, -0.006

---

(5)
Molecular formula: C12H15IN2O8P4
Method: DFT, ωB97M-V/def2-TZVPD

Values from the calculation:
**SMILES string**: O=[PH2]P(I)#[PH]P(=O)(O)O.O=[N+]([O-])c1ccccc1.O=[N+]([O-])c1ccccc1
**Electronic energy**: -77300.2833 eV
**HOMO level**: -0.331 Eh

Geometry as ORCA input:
```
! wB97M-V def2-TZVPD RIJCOSX def2/J DEFGRID3
* xyz 0 1
O -0.75 1.50 -6.01
P 0.16 2.38 -5.30
P 1.87 1.38 -4.31
I 2.35 -0.40 -5.92
P 0.97 0.59 -2.50
P 2.54 -0.74 -1.77
O 3.56 -1.07 -2.75
O 3.20 0.05 -0.58
O 1.88 -2.00 -1.11
H 0.82 3.22 -6.22
H -0.45 3.25 -4.37
H -0.13 -0.22 -2.83
H 4.10 0.30 -0.86
H 2.20 -2.79 -1.58
O 0.86 -5.83 5.23
N 1.34 -4.72 5.34
O 1.72 -4.23 6.38
C 1.49 -3.92 4.11
C 1.04 -4.44 2.91
C 1.16 -3.68 1.76
C 1.71 -2.41 1.82
C 2.16 -1.90 3.04
C 2.05 -2.66 4.19
H 0.61 -5.43 2.87
H 0.81 -4.07 0.82
H 1.79 -1.82 0.93
H 2.60 -0.92 3.08
H 2.40 -2.27 5.14
O -2.06 0.78 -1.87
N -2.51 1.90 -2.02
O -2.62 2.47 -3.09
C -2.92 2.63 -0.81
C -2.76 2.03 0.43
C -3.14 2.73 1.56
C -3.66 4.01 1.45
C -3.82 4.59 0.20
C -3.45 3.90 -0.94
H -2.35 1.04 0.51
H -3.01 2.27 2.53
H -3.95 4.55 2.34
H -4.23 5.59 0.12
H -3.57 4.35 -1.91
*
```

Here are the Löwdin charges for atoms 1 to 6, given in e: -0.524, 0.335, -0.021, 0.355, 0.478, 0.112

---

(6)
Molecular formula: C12H15N2O3
Method: DFT, ωB97M-V/def2-TZVPD

Values from the calculation:
**Electronic energy**: -21804.7189 eV
**HOMO level (spin up / spin down)**: -0.330 / -0.343 Eh
**<S²>**: 0.813

Geometry as ORCA input:
```
! wB97M-V def2-TZVPD RIJCOSX def2/J DEFGRID3
* xyz 0 2
C -0.09 -0.20 -0.07
C 0.73 -0.60 1.02
C 2.15 -1.00 1.03
O 2.51 -1.97 1.72
C -1.56 -0.22 0.27
C -2.50 -1.01 -0.42
C -3.86 -0.91 -0.14
C -4.31 -0.13 0.93
C -3.37 0.57 1.70
C -2.02 0.51 1.38
C 0.25 -0.86 -1.40
H 0.27 -0.73 2.00
N 3.03 -0.31 0.27
C 4.43 -0.67 0.20
H -2.17 -1.78 -1.11
H -4.57 -1.51 -0.70
H -5.36 -0.11 1.20
H -3.71 1.22 2.51
H -1.31 1.07 1.99
H -0.19 -0.29 -2.23
H 1.33 -0.92 -1.59
H -0.14 -1.89 -1.43
H 2.72 0.50 -0.25
H 4.94 -0.49 1.16
H 4.55 -1.73 -0.06
H 4.90 -0.06 -0.57
C 0.33 1.99 -0.53
H 1.14 2.19 0.17
H -0.64 2.43 -0.31
N 0.73 2.24 -1.88
O 1.93 2.15 -2.15
O -0.13 2.47 -2.71
*
```

Here are the Löwdin charges for atoms 1 to 6, given in e: -0.239, 0.080, -0.500, 0.050, -0.200, -0.027

---

(7)
Molecular formula: C12H15N3
Method: DFT, ωB97M-V/def2-TZVPD

Values from the calculation:
**Electronic energy**: -17147.7719 eV
**HOMO level**: -0.290 Eh

Geometry as ORCA input:
```
! wB97M-V def2-TZVPD RIJCOSX def2/J DEFGRID3
* xyz 0 1
C 0.80 -1.72 2.11
C -0.79 -1.10 2.29
C -1.49 -0.90 0.89
C 0.15 -0.41 -1.01
C 0.02 -1.91 -1.18
C 0.71 -2.54 -2.16
C 1.32 -0.22 -2.91
C 1.10 0.49 -1.77
C -1.39 2.25 -0.51
C -0.55 3.50 -0.55
C 0.52 3.26 0.36
C 0.39 1.93 0.80
H 1.45 -0.98 1.45
H 1.29 -2.06 3.18
H 0.53 -2.70 1.67
H -1.45 -1.54 2.99
H -0.91 0.13 2.70
H -2.48 -0.42 1.21
H -1.38 -1.92 0.35
H -0.18 -2.56 -0.23
H 0.66 -3.68 -2.28
H 1.91 0.23 -3.79
H 1.23 1.43 -1.52
H -2.30 1.87 -0.98
H -0.89 4.66 -1.11
H 1.22 4.02 0.77
H 0.87 1.38 1.93
N -0.65 -0.13 0.02
N 1.16 -1.61 -3.11
N -0.87 1.24 0.38
*
```

Here are the Löwdin charges for atoms 1 to 6, given in e: -0.085, -0.197, -0.207, -0.126, -0.079, -0.146

---

Taking the records one at a time from the top gives ΔE to the lowest compared entry with this formula, charge and spin values of 54.95 0.00 0.00 0.00 0.00 34.71 208.92 kcal per mole.